(1)
25
Properties=species:S:1:pos:R:3:forces:R:3:nbo_charge:R:1 method="wB97M-V/def2-TZVPD" total_energy_ha=-927.2728 charge=0 smiles="O=C(O)CCNC(=O)OCCCI" fmax_ha_per_bohr=0.0899 homo_energy_ev=-9.140
O 1.32610 -2.59107 1.69252 0.351 1.888 -3.472 -0.5312
C 1.48514 -2.01963 0.60570 -0.008 -0.920 2.556 0.7893
O 0.55157 -2.23751 -0.44921 2.020 -0.192 0.639 -0.7203
C 2.73432 -1.01712 0.38701 -0.170 -0.879 -1.148 -0.5532
C 2.50830 0.04611 -0.78918 1.444 -0.409 -0.402 -0.2302
N 1.96581 1.36459 -0.35642 -2.037 -2.067 0.198 -0.6562
C 0.85255 1.26235 0.56867 0.914 2.499 3.779 0.8896
O 0.97576 1.85836 1.67521 -0.730 -1.672 -3.643 -0.6007
O -0.33976 0.55093 0.31457 2.102 1.357 -0.555 -0.5465
C -1.47330 1.44151 0.13965 -1.803 -0.312 -0.700 -0.0702
C -2.84636 0.68416 0.56007 0.520 0.184 -0.631 -0.4472
C -3.54721 -0.04242 -0.71268 -0.176 1.098 1.312 -0.5304
I -2.94226 -2.13203 -0.73972 -0.314 0.681 -0.255 0.0814
H 0.99989 -2.67130 -1.21537 -0.347 0.635 0.770 0.4889
H 3.09882 -0.55953 1.36432 -0.903 -0.626 -1.220 0.2625
H 3.58922 -1.70854 0.03510 -1.275 0.914 0.519 0.2415
H 3.55011 0.26169 -1.23116 -1.638 -0.245 0.581 0.2108
H 1.90255 -0.43253 -1.62338 0.538 0.788 1.161 0.2161
H 2.68972 2.01058 -0.03004 -0.706 -0.538 0.360 0.4070
H -1.57725 1.62297 -0.99275 0.325 0.127 1.652 0.1737
H -1.36911 2.42475 0.70456 0.139 -1.462 -0.617 0.2122
H -3.54658 1.50085 0.93000 0.778 -1.068 -0.392 0.2175
H -2.66178 -0.08259 1.39262 -0.227 1.308 -1.170 0.2439
H -4.67841 -0.00284 -0.54952 1.672 -0.254 -0.505 0.2305
H -3.24782 0.46827 -1.68055 -0.469 -0.838 1.184 0.2213

(2)
21
Properties=species:S:1:pos:R:3:forces:R:3:nbo_charge:R:1 method="wB97M-V/def2-TZVPD" e_above_lowest_kcal_mol=69.76 total_energy_ha=-383.3120 charge=0 smiles="C=NN1CC[C@@H]2C[C@@]21C" fmax_ha_per_bohr=0.0587 homo_energy_ev=-8.089
C 0.45612 1.45634 2.19047 -0.246 -0.664 2.563 -0.0983
N -0.32027 0.54204 1.76236 0.711 1.194 1.041 -0.2570
N -0.40325 0.61485 0.38629 -1.282 0.267 -0.437 -0.3339
C -1.81338 0.33350 -0.06457 -0.247 1.167 0.907 -0.2186
C -1.59435 -0.46313 -1.33747 -1.319 -0.583 -0.961 -0.4333
C -0.13400 -0.87302 -1.33216 0.405 -0.793 -0.132 -0.2332
C 0.39260 -1.66594 -0.13546 -1.760 -0.389 1.267 -0.4397
C 0.60286 -0.20333 -0.25976 -0.882 0.719 -0.027 0.0967
C 1.98782 0.37839 -0.34355 0.210 0.031 0.416 -0.6118
H 0.58230 1.42337 3.32161 0.188 0.388 -1.544 0.1827
H 0.95369 2.20752 1.56456 -0.311 -0.216 0.196 0.1790
H -2.53717 -0.20455 0.75093 2.147 1.218 -1.736 0.2052
H -2.24773 1.37334 -0.30241 0.245 -1.662 0.560 0.2053
H -2.33326 -1.27982 -1.29857 0.676 -0.294 -0.200 0.2155
H -1.92454 0.07948 -2.24710 0.666 0.009 0.455 0.2190
H 0.52472 -0.94118 -2.17105 -0.535 -0.368 -1.080 0.2223
H -0.35818 -1.98769 0.65858 1.059 0.397 -1.236 0.2258
H 1.23052 -2.31963 -0.24952 0.292 -0.317 -0.193 0.2181
H 2.12219 0.59937 0.74230 0.994 -0.038 -0.888 0.2196
H 2.09345 1.33451 -0.93339 -0.299 -1.045 0.537 0.2182
H 2.71986 -0.40442 -0.70210 -0.713 0.980 0.490 0.2183

(3)
21
Properties=species:S:1:pos:R:3:forces:R:3:nbo_charge:R:1 method="wB97M-V/def2-TZVPD" e_above_lowest_kcal_mol=61.61 total_energy_ha=-383.3250 charge=0 smiles=C[C@]12N[C@@]1(C)[C@@H]1C[C@@]12N fmax_ha_per_bohr=0.0418 homo_energy_ev=-8.269
C 1.66398 0.97201 1.01718 -0.344 -0.154 0.077 -0.6274
C 0.55412 0.57784 0.09663 -1.136 1.803 0.010 0.0800
N -0.44455 1.80786 -0.30676 1.817 -0.923 -0.091 -0.5954
C -0.94872 0.57916 0.19647 -0.018 -1.345 -0.070 0.1242
C -1.76657 0.52496 1.45314 -0.075 0.151 -0.262 -0.6251
C -0.98430 -0.52862 -0.90967 -0.220 0.640 0.267 -0.2535
C -0.46907 -1.78880 -0.33155 1.633 1.232 -0.429 -0.4505
C 0.52802 -0.52634 -0.87942 -1.378 -1.429 0.824 0.1386
N 1.48517 -0.74124 -1.88546 0.106 0.159 -0.554 -0.8259
H 2.04286 0.10771 1.56541 0.016 -0.044 0.029 0.2100
H 1.30746 1.71474 1.72631 0.059 0.044 0.062 0.2307
H 2.48597 1.40652 0.44771 0.031 0.024 0.004 0.2190
H -0.48726 1.88669 -1.32089 -0.147 -0.179 0.051 0.3496
H -1.54598 1.39531 2.06736 0.004 0.032 0.039 0.2284
H -2.83023 0.52774 1.21381 -0.077 0.022 0.085 0.2155
H -1.53515 -0.37232 2.02504 -0.067 -0.047 0.000 0.2117
H -1.63623 -0.44475 -1.76921 -0.069 -0.047 -0.095 0.2154
H -0.65886 -2.02702 0.70416 0.171 0.092 0.162 0.2074
H -0.28730 -2.64202 -0.97180 -0.275 0.020 -0.118 0.2082
H 2.36577 -1.07698 -1.51435 -0.136 -0.086 -0.069 0.3699
H 1.16087 -1.35246 -2.62413 0.106 0.034 0.078 0.3690

(4)
22
Properties=species:S:1:pos:R:3:forces:R:3:nbo_charge:R:1 method="wB97M-V/def2-TZVPD" e_above_lowest_kcal_mol=62.51 total_energy_ha=-458.5893 charge=0 smiles="C=C(O)CCCCN=C=N" fmax_ha_per_bohr=0.1043 homo_energy_ev=-8.782
C -0.92299 2.07953 -0.06124 -0.596 3.435 -1.448 -0.5317
C -1.33672 0.84494 -0.11794 0.209 -0.118 -0.992 0.3184
O -1.99466 0.41649 -1.23432 -0.449 -4.212 3.293 -0.6915
C -1.05474 -0.11827 0.98102 0.275 1.477 0.560 -0.4769
C -0.95224 -1.54188 0.57870 1.609 -1.852 -1.398 -0.4079
C 0.50276 -2.05385 0.10322 -1.350 -1.344 0.333 -0.4004
C 1.24392 -1.07313 -0.74893 2.826 0.226 -0.373 -0.2342
N 2.03367 -0.07773 -0.06227 -0.401 -0.479 0.549 -0.5193
C 2.02659 1.09164 0.17689 0.628 -0.388 -0.636 0.6708
N 2.21509 2.20208 0.59004 -0.003 2.262 0.916 -0.7737
H -1.29271 2.79766 -0.94149 1.125 -1.339 2.162 0.1821
H -0.38541 2.47850 0.80492 -0.244 -0.061 -0.637 0.2303
H -1.98033 1.03509 -1.88065 0.110 3.185 -2.931 0.4750
H -1.88629 0.03323 1.68056 0.227 -0.269 0.168 0.2325
H -0.12424 0.32808 1.43955 -1.005 -0.894 -0.013 0.2361
H -1.55650 -1.73232 -0.31340 -0.341 0.206 0.324 0.2223
H -1.33078 -2.17950 1.36756 0.098 -0.265 0.118 0.2128
H 1.07038 -2.50612 0.97834 -0.313 0.960 -1.158 0.2197
H 0.39389 -2.89702 -0.65788 -0.401 0.636 1.298 0.2119
H 2.09609 -1.56520 -1.27347 -1.006 -0.474 0.036 0.2093
H 0.68200 -0.60282 -1.53609 -0.836 0.075 -0.151 0.2045
H 2.55319 3.04058 0.12688 -0.163 -0.767 -0.022 0.4102

(5)
25
Properties=species:S:1:pos:R:3:forces:R:3:nbo_charge:R:1 method="wB97M-V/def2-TZVPD" e_above_lowest_kcal_mol=78.65 total_energy_ha=-1330.1732 charge=0 fmax_ha_per_bohr=0.0717 homo_energy_ev=-8.697
C -0.74022 -1.11787 0.50357 -1.010 -1.481 0.875 -0.4310
N -1.56578 0.07662 0.43803 0.203 0.011 0.224 -0.6283
C -2.93434 -0.21139 0.05652 -0.241 0.046 -0.188 -0.3082
C -3.72056 1.05873 -0.11576 -0.238 0.096 -0.062 0.0955
N -4.97876 1.18509 -0.26463 0.202 -0.315 0.046 -0.5298
S -5.91211 -0.25541 -0.27823 0.168 0.208 0.005 0.1389
H 0.26100 -0.84914 0.84509 -1.545 -1.271 0.280 0.2091
H -0.64919 -1.54835 -0.50039 0.080 0.049 0.127 0.1850
H -1.13508 -1.90132 1.17216 -0.327 0.029 -0.134 0.1597
H -1.56389 0.53380 1.34615 0.008 -0.026 -0.107 0.3583
H -3.46742 -0.87270 0.76623 0.110 0.061 -0.069 0.1914
H -2.92373 -0.74452 -0.90679 -0.015 0.049 0.124 0.2177
H -3.14341 1.98609 -0.13044 -0.047 -0.072 0.019 0.1895
H -7.08261 0.37750 -0.42102 0.035 0.010 0.004 0.1221
O 4.09242 2.20299 0.03565 -0.206 -0.005 0.063 -0.6578
C 4.12205 0.85876 -0.09321 0.259 -0.331 -0.039 0.2236
C 5.21871 0.07159 -0.22341 -0.191 0.211 0.038 -0.0063
O 4.83070 -1.23825 -0.32988 0.026 -0.058 0.003 -0.3907
C 3.49196 -1.27492 -0.26418 -0.164 0.063 0.016 0.1297
C 2.98412 -0.02063 -0.12795 0.104 0.183 -0.040 -0.3572
S 1.30798 0.47655 0.06860 2.610 2.379 -1.052 0.0298
H 3.17292 2.45499 0.22009 0.126 -0.026 -0.082 0.4905
H 6.27280 0.26805 -0.25437 0.040 0.009 -0.008 0.2099
H 3.02684 -2.24820 -0.32391 0.056 0.142 -0.008 0.2074
H 1.03560 0.73193 -1.21789 -0.043 0.040 -0.036 0.1512

(6)
26
Properties=species:S:1:pos:R:3:forces:R:3:nbo_charge:R:1 method="wB97M-V/def2-TZVPD" e_above_lowest_kcal_mol=6.54 total_energy_ha=-759.7022 charge=0 smiles="N[C@@H](CCC(=O)O)C(=O)NCC(=O)O" fmax_ha_per_bohr=0.0361 homo_energy_ev=-9.561
N -0.75823 -0.52476 2.15287 0.050 -1.051 -0.772 -0.8622
C -1.45303 0.22623 1.11625 1.220 1.139 0.160 -0.1568
C -0.89968 1.66656 0.91335 -1.030 0.344 0.385 -0.4006
C 0.56584 1.59301 0.56805 0.525 0.044 -0.340 -0.5324
C 1.11683 2.94226 0.18446 -0.244 -0.136 1.198 0.7992
O 0.55683 3.99453 0.33364 -0.285 0.246 -0.352 -0.6025
O 2.40688 2.86109 -0.12693 0.899 -0.010 -0.503 -0.6786
C -1.54363 -0.50591 -0.19468 0.908 -1.120 -0.813 0.6947
O -1.59550 0.05186 -1.27479 -0.014 -0.016 0.287 -0.6111
N -1.47902 -1.89134 -0.11584 -0.269 -0.235 0.162 -0.6263
C -0.77909 -2.65060 -1.13668 0.229 0.874 1.197 -0.3544
C 0.72968 -2.55596 -0.85034 -0.214 0.482 -1.264 0.7835
O 1.19329 -1.84031 -0.01822 0.359 -0.194 0.450 -0.5773
O 1.51747 -3.24616 -1.70917 -0.259 -0.050 0.103 -0.6641
H -0.73929 -0.02065 3.01267 0.121 0.268 0.479 0.3701
H 0.17678 -0.85175 1.88349 -0.530 0.447 0.072 0.3900
H -2.44921 0.35173 1.41462 -1.713 0.098 0.706 0.2174
H -1.07944 2.27862 1.85079 0.334 -0.828 -0.865 0.2127
H -1.49402 2.20560 0.13655 0.609 -0.569 0.384 0.2450
H 0.73572 0.87558 -0.26935 0.069 0.426 0.692 0.2515
H 1.19518 1.29574 1.44976 -0.555 -0.025 -0.844 0.2372
H 2.74993 3.76488 -0.20264 -0.094 -0.035 -0.086 0.4939
H -1.41134 -2.29386 0.81588 0.095 0.482 -0.195 0.4119
H -1.00459 -2.22983 -2.10945 0.014 -0.060 -0.253 0.2538
H -1.04319 -3.68951 -1.06920 -0.418 -0.526 -0.219 0.2210
H 0.97095 -3.63538 -2.41109 0.192 0.005 0.230 0.4844